Record 1
The following is a DFT calculation (the ωB97M-V functional and the def2-TZVPD basis) of an isolated molecule of C15H20N2O5.

The geometry in XYZ format:
```
42
Properties=species:S:1:pos:R:3:nbo_charge:R:1
C 2.50083 -6.43021 2.48816 -0.251
O 2.03350 -6.12817 1.19810 -0.494
C 1.53684 -4.87536 0.96656 0.267
C 1.09608 -4.61996 -0.33173 -0.228
C 0.57808 -3.39204 -0.67433 -0.235
C 0.49153 -2.35710 0.26456 0.137
N -0.05715 -1.13472 -0.09858 -0.437
C 0.13766 -0.61823 -1.43963 -0.219
C 0.53755 0.85280 -1.39820 -0.234
N -0.51400 1.62905 -0.76325 -0.422
C -0.83339 2.83114 -1.26277 0.673
O -0.22225 3.33803 -2.19251 -0.645
C -2.02044 3.55851 -0.62600 -0.165
O -2.39614 4.64675 -1.43651 -0.520
C -2.25614 5.93221 -0.88026 -0.187
C -0.82961 6.51482 -0.88300 0.753
O -0.57484 7.48163 -0.21518 -0.591
O 0.04968 5.92980 -1.66417 -0.684
C -1.21116 0.96665 0.31977 -0.220
C -0.33363 -0.13725 0.90638 -0.217
C 0.92648 -2.62408 1.56106 -0.208
C 1.43707 -3.86373 1.91046 -0.300
H 3.33212 -5.77895 2.77901 0.174
H 1.70291 -6.35454 3.23479 0.173
H 2.85171 -7.46005 2.44187 0.200
H 1.16250 -5.41180 -1.06077 0.225
H 0.22013 -3.24022 -1.68032 0.213
H -0.78579 -0.72318 -2.02689 0.188
H 0.92840 -1.18060 -1.94155 0.221
H 1.47718 0.97379 -0.84808 0.200
H 0.67883 1.24653 -2.40654 0.252
H -2.87624 2.87388 -0.56821 0.205
H -1.75823 3.88199 0.38921 0.200
H -2.65002 5.98258 0.14321 0.195
H -2.86385 6.59039 -1.50975 0.224
H -0.24971 5.06426 -2.05733 0.524
H -1.44825 1.68517 1.10792 0.213
H -2.14830 0.52559 -0.04374 0.200
H -0.87847 -0.61139 1.72762 0.221
H 0.58296 0.31543 1.31892 0.179
H 0.88466 -1.86294 2.32369 0.203
H 1.76094 -4.01648 2.92802 0.218
```

As for the energy above the lowest of the compared OMol25 structures with the same formula, charge and spin: 35.7 kcal per mole. The total energy comes out at -1069.2930 Eh. The HOMO energy comes out at -0.28265 Ha. As for the spin multiplicity: 1. Its SMILES is COc1ccc(N2CCN(C(=O)COCC(=O)O)CC2)cc1. The gap between HOMO and LUMO comes out at 0.295 hartree.

Record 2
The following is a DFT calculation (the ωB97M-V functional and the def2-TZVPD basis) of an isolated molecule of C15H20N2O5S in a non-equilibrium geometry.

The geometry in XYZ format:
```
43
Properties=species:S:1:pos:R:3:nbo_charge:R:1
C -5.84278 -2.97199 1.28016 -0.653
C -4.93547 -1.80317 1.19295 -0.050
C -4.90002 -0.93432 0.18426 -0.352
C -3.94712 0.17586 0.17844 0.766
O -3.17423 0.46355 1.06276 -0.609
O -4.02363 0.88992 -0.96476 -0.484
C -3.07059 1.93326 -1.06347 -0.158
C -1.65681 1.35523 -0.87316 0.675
O -1.29813 0.37409 -1.47833 -0.600
N -0.87536 2.07439 -0.02601 -0.597
C 0.43551 1.75984 0.35310 0.139
C 1.26899 2.77713 0.81383 -0.202
C 2.57230 2.49615 1.16658 -0.204
C 3.10345 1.20902 1.06847 -0.018
C 4.53822 0.98622 1.42800 -0.658
C 2.24715 0.20323 0.63808 -0.254
S 2.70086 -1.52774 0.37126 2.316
O 1.55318 -2.33814 0.63887 -0.935
O 3.92344 -1.86147 1.04589 -0.946
N 3.01337 -1.62268 -1.26811 -0.657
C 1.85995 -1.56543 -2.13164 -0.429
C 4.14901 -0.84808 -1.69612 -0.430
C 0.93398 0.46528 0.29191 -0.241
H -6.50175 -3.02932 0.41782 0.215
H -5.25509 -3.88732 1.34336 0.231
H -6.44205 -2.91017 2.18806 0.228
H -4.24693 -1.65924 2.01623 0.218
H -5.54142 -1.01203 -0.68004 0.219
H -3.17371 2.32941 -2.07574 0.221
H -3.29139 2.70945 -0.32200 0.185
H -1.26254 2.90472 0.39796 0.402
H 0.89210 3.78667 0.89631 0.210
H 3.20758 3.29363 1.52357 0.216
H 5.18173 1.32375 0.61483 0.218
H 4.79471 1.56310 2.31428 0.219
H 4.73198 -0.06476 1.61152 0.265
H 2.11234 -2.01449 -3.09287 0.206
H 1.06993 -2.14493 -1.66241 0.241
H 1.50744 -0.54023 -2.29616 0.191
H 3.90702 0.21742 -1.80918 0.179
H 4.50760 -1.23165 -2.65174 0.211
H 4.92631 -0.97032 -0.94629 0.233
H 0.30090 -0.35386 -0.00046 0.273
```

As for the energy above the lowest of the compared OMol25 structures with the same formula, charge and spin: 55.9 kcal per mole. The total energy comes out at -1467.4801 Eh. The HOMO energy comes out at -0.32038 Ha. As for the spin multiplicity: 1. Its SMILES is C/C=C/C(=O)OCC(=O)Nc1ccc(C)c(S(=O)(=O)N(C)C)c1. The gap between HOMO and LUMO comes out at 0.341 hartree.

Record 3
The following is a DFT calculation (the ωB97M-V functional and the def2-TZVPD basis) of an isolated molecule of C15H20N4O4 in a non-equilibrium geometry.

The geometry in XYZ format:
```
43
Properties=species:S:1:pos:R:3:nbo_charge:R:1
C -1.30791 -1.59297 1.53640 -0.247
O -1.57596 -0.32766 2.08913 -0.561
C -1.73836 -0.33089 3.48842 -0.076
C -1.75917 1.12804 3.96525 -0.235
N -0.47324 1.77500 3.79931 -0.596
C 0.11242 1.88439 2.56927 0.585
N 1.40832 1.75870 2.49743 -0.373
N 1.99834 1.76977 1.30614 -0.182
C 1.32804 1.94122 0.21623 0.092
C 1.99711 1.67899 -1.09883 -0.453
C 1.59268 0.26589 -1.44464 -0.015
C 2.30098 -0.81630 -0.94882 -0.217
C 1.84866 -2.09747 -1.19269 -0.238
C 0.67390 -2.34107 -1.89842 0.233
O 0.34508 -3.66460 -2.00903 -0.504
C -0.57361 -4.09668 -2.98694 -0.239
C -0.06378 -1.24349 -2.37841 0.288
O -1.25392 -1.48326 -3.02262 -0.526
C -1.99917 -0.38156 -3.48266 -0.253
C 0.42429 0.03766 -2.15731 -0.308
C -0.10712 2.23386 0.20549 0.619
O -0.80068 2.50105 -0.75481 -0.614
N -0.64763 2.18857 1.48285 -0.579
H -1.18621 -1.44247 0.46567 0.207
H -0.38352 -2.01575 1.94588 0.175
H -2.13384 -2.28904 1.72190 0.167
H -0.90357 -0.86660 3.96640 0.171
H -2.67756 -0.83280 3.76755 0.174
H -2.51990 1.67408 3.40254 0.194
H -2.01999 1.16707 5.02343 0.221
H 0.22054 1.50610 4.48619 0.407
H 3.07602 1.76100 -0.98267 0.238
H 1.63211 2.38119 -1.84794 0.233
H 3.19872 -0.65672 -0.37260 0.220
H 2.38992 -2.95557 -0.82653 0.224
H -0.49083 -5.18385 -2.99574 0.185
H -1.59802 -3.81120 -2.73875 0.184
H -0.32178 -3.70591 -3.97560 0.177
H -2.90481 -0.80632 -3.91416 0.196
H -2.26723 0.29590 -2.66635 0.187
H -1.45870 0.17604 -4.25402 0.178
H -0.12928 0.89182 -2.51010 0.240
H -1.65438 2.26767 1.55845 0.423
```

As for the energy above the lowest of the compared OMol25 structures with the same formula, charge and spin: 72.7 kcal per mole. The total energy comes out at -1103.5208 Eh. The HOMO energy comes out at -0.28713 Ha. As for the spin multiplicity: 1. Its SMILES is COCCNc1nnc(Cc2ccc(OC)c(OC)c2)c(=O)[nH]1. The gap between HOMO and LUMO comes out at 0.310 hartree.

Record 4
The following is a DFT calculation (the ωB97M-V functional and the def2-TZVPD basis) of an isolated molecule of C15H20N4OS in a non-equilibrium geometry.

The geometry in XYZ format:
```
41
Properties=species:S:1:pos:R:3:nbo_charge:R:1
C -5.79650 -1.68904 -0.92246 -0.599
C -4.97854 -0.92468 0.11021 -0.401
C -3.53075 -1.40944 0.14459 -0.401
C -2.69423 -0.66476 1.18691 -0.220
N -2.60089 0.73358 0.88603 -0.204
N -3.27644 1.68682 1.53579 -0.067
N -2.98584 2.79785 1.00354 -0.055
N -2.13741 2.65679 -0.00120 -0.328
C -1.89036 1.36533 -0.08344 0.148
S -0.87381 0.54126 -1.20968 0.279
C 0.07548 1.96168 -1.84278 -0.623
C 1.28505 2.26603 -0.97063 0.559
O 1.45047 3.38329 -0.54031 -0.509
C 2.21204 1.15499 -0.67927 -0.177
C 2.25039 -0.03407 -1.40485 -0.182
C 3.15972 -1.01452 -1.06191 -0.233
C 4.04384 -0.85013 -0.00218 0.097
C 5.01305 -1.93419 0.34644 -0.654
C 4.01719 0.34416 0.72912 -0.044
C 4.95869 0.56195 1.87230 -0.632
C 3.10828 1.32531 0.37733 -0.143
H -5.37357 -1.56010 -1.91632 0.203
H -5.80803 -2.75175 -0.69021 0.200
H -6.82179 -1.32885 -0.93645 0.214
H -5.00511 0.14100 -0.12635 0.207
H -5.42487 -1.05201 1.09870 0.200
H -3.50487 -2.47300 0.38706 0.211
H -3.07230 -1.27875 -0.83880 0.205
H -3.15494 -0.73859 2.17430 0.232
H -1.68037 -1.07687 1.21915 0.219
H 0.38193 1.69975 -2.85555 0.247
H -0.59310 2.82239 -1.85611 0.287
H 1.59046 -0.19981 -2.24234 0.207
H 3.18632 -1.93208 -1.63219 0.208
H 6.03681 -1.56892 0.27214 0.221
H 4.89880 -2.78571 -0.31915 0.217
H 4.85830 -2.26998 1.37141 0.221
H 4.82218 -0.20485 2.63423 0.218
H 5.99225 0.50916 1.53171 0.219
H 4.79275 1.53534 2.32540 0.223
H 3.06971 2.25544 0.92583 0.231
```

As for the energy above the lowest of the compared OMol25 structures with the same formula, charge and spin: 54.5 kcal per mole. The total energy comes out at -1276.0094 Eh. The HOMO energy comes out at -0.32673 Ha. As for the spin multiplicity: 1. Its SMILES is CCCCn1nnnc1SCC(=O)c1ccc(C)c(C)c1. The gap between HOMO and LUMO comes out at 0.332 hartree.

Record 5
The following is a DFT calculation (the ωB97M-V functional and the def2-TZVPD basis) of a cluster of 3 separate species, C15H21BN2O7S in total in a non-equilibrium geometry.

The geometry in XYZ format:
```
47
Properties=species:S:1:pos:R:3:nbo_charge:R:1
C 0.69279 1.34481 0.59748 -0.251
O 0.06615 0.56170 -0.39592 -0.530
C -1.28352 0.27194 -0.09957 -0.114
C -1.34759 -1.02544 0.70030 0.044
O -1.06589 -2.10837 -0.22627 -0.694
S -2.39169 -2.76234 -0.77551 2.569
O -2.87892 -2.05227 -1.90828 -0.928
O -2.16264 -4.15472 -0.86501 -0.897
O -3.33888 -2.37312 0.44469 -0.685
C -2.67108 -1.46159 1.33317 0.092
C -3.62399 -0.40866 1.88215 -0.798
B -4.37491 0.43518 0.76865 1.137
O -5.31986 -0.15833 -0.02414 -0.893
O -4.05772 1.77652 0.65041 -0.897
H 0.43409 1.01419 1.60876 0.156
H 1.76994 1.26820 0.48164 0.202
H 0.41705 2.39860 0.50301 0.177
H -1.73268 1.09737 0.45564 0.198
H -1.80755 0.12590 -1.04379 0.212
H -0.57313 -1.00178 1.46195 0.222
H -2.37636 -2.06925 2.19478 0.195
H -4.37686 -0.94823 2.46158 0.254
H -3.10415 0.24608 2.58138 0.245
H -5.26084 0.08281 -0.94966 0.498
H -4.13663 2.08850 -0.25329 0.488
C 2.51545 4.80310 -3.66264 -0.168
C 2.99338 3.52861 -3.40673 -0.258
C 3.24261 3.17019 -2.09063 0.034
N 3.05052 3.98333 -1.05456 -0.422
C 2.59136 5.20472 -1.31711 0.032
C 2.30875 5.66176 -2.59540 -0.261
H 2.30766 5.12164 -4.67590 0.218
H 3.16985 2.82445 -4.20793 0.222
H 3.61491 2.18014 -1.85035 0.192
H 2.44471 5.84781 -0.45609 0.192
H 1.93644 6.66547 -2.74738 0.220
C 1.98889 -3.39973 0.38543 -0.169
C 3.03868 -2.84457 1.09873 -0.267
C 3.25956 -3.28521 2.39571 0.029
N 2.51530 -4.20963 2.99715 -0.420
C 1.50886 -4.73113 2.29803 0.028
C 1.20351 -4.36444 0.99557 -0.262
H 1.77942 -3.08111 -0.62754 0.224
H 3.67338 -2.08519 0.66251 0.218
H 4.07274 -2.87773 2.98696 0.191
H 0.91778 -5.48094 2.81283 0.192
H 0.37113 -4.81926 0.47521 0.234
```

The total energy comes out at -1643.4637 Eh. The HOMO energy comes out at -0.35422 Ha. As for the spin multiplicity: 1. Its SMILES is COC[C@@H]1OS(=O)(=O)O[C@@H]1CB(O)O.c1ccncc1.c1ccncc1. The gap between HOMO and LUMO comes out at 0.360 hartree.

Record 6
The following is a DFT calculation (the ωB97M-V functional and the def2-TZVPD basis) of a structure of composition C15H21CrN8OS in a non-equilibrium geometry.

The geometry in XYZ format:
```
47
Properties=species:S:1:pos:R:3:mulliken_spin:R:1
Cr -0.32971 0.75960 0.09731 1.153
C 0.79521 4.92039 -0.12815 0.000
C 0.71811 3.43687 -0.09816 0.002
N -0.40123 2.77002 -0.07180 -0.043
N -1.54443 3.47548 -0.07811 -0.015
C -2.63481 2.77845 -0.16595 0.006
N -3.81978 3.37085 -0.18704 0.002
S -2.56681 1.02131 -0.34380 -0.044
C 1.90769 2.59760 -0.09517 0.009
C 3.18597 3.13133 -0.14432 -0.004
C 4.28458 2.28670 -0.16985 0.006
C 4.06822 0.91658 -0.14239 -0.002
C 2.77100 0.44883 -0.08375 0.013
N 1.69844 1.25287 -0.05870 -0.024
H -0.20216 5.34128 -0.10869 0.000
H 1.31304 5.27127 -1.02271 0.000
H 1.35391 5.28191 0.73829 0.000
H -3.87505 4.37254 -0.08008 0.000
H -4.67122 2.84297 -0.27105 0.000
H 3.31976 4.20339 -0.16707 0.000
H 5.28811 2.68818 -0.21102 0.000
H 4.88906 0.21421 -0.16324 0.000
H 2.59911 -0.61518 -0.04501 -0.006
C 0.71498 -2.18765 0.03711 0.020
N 0.51386 -3.60377 -0.04334 -0.002
C -0.32226 -4.04744 1.07896 -0.001
N -1.61917 -3.37176 1.03445 -0.001
C -1.43139 -1.95658 1.14055 0.005
N -0.58482 -1.41286 0.00081 -0.051
C -1.28372 -1.83182 -1.28521 0.004
N -1.46231 -3.25137 -1.35907 -0.002
C -0.16596 -3.92615 -1.30366 0.000
C -2.28522 -3.69829 -0.22976 0.000
H 1.31934 -1.87849 -0.81914 -0.002
H 1.22454 -1.95442 0.97656 -0.004
H 0.18034 -3.82347 2.02181 0.000
H -0.47062 -5.12323 1.01203 0.000
H -0.92678 -1.73435 2.08399 0.002
H -2.40041 -1.45524 1.12123 -0.002
H -0.68294 -1.49177 -2.13340 -0.005
H -2.26358 -1.35864 -1.32319 0.008
H 0.45156 -3.60946 -2.14636 0.000
H -0.31236 -5.00242 -1.36878 0.000
H -2.42738 -4.77521 -0.29329 0.000
H -3.26121 -3.21195 -0.26956 0.000
O -0.32847 1.01872 3.09020 0.005
C -0.32303 0.92017 1.97753 -0.025
```

The charge is +2. The total energy comes out at -2539.5557 Eh. The HOMO energy (alpha / beta) comes out at -0.53877 / -0.53878 Ha. As for the spin multiplicity: 2. The gap between HOMO and LUMO (alpha / beta) comes out at 0.193 / 0.213 hartree.